{
  "formula": "C18H21N4O13Ti",
  "method": "the ωB97M-V functional and the def2-TZVPD basis",
  "elements": ["Ti", "O", "C", "O", "C", "C", "C", "C", "C", "C", "O", "N", "O", "O", "N", "O", "O", "H", "H", "O", "C", "O", "C", "C", "N", "N", "C", "C", "O", "O", "H", "H", "H", "C", "C", "O", "H", "H", "H", "H", "H", "H", "C", "C", "O", "C", "C", "H", "H", "H", "H", "H", "H", "H", "H", "H", "H"],
  "coordinates": [[-0.4892, 0.0373, 0.0704], [0.4669, -3.6566, -1.1088], [0.1723, -2.4996, -1.2916], [-0.0003, -1.7041, -0.1628], [0.0238, -1.8479, -2.6083], [0.2691, -2.7177, -3.7073], [0.1663, -2.1594, -4.9473], [-0.1171, -0.8340, -5.2192], [-0.3221, 0.0560, -4.1360], [-0.2906, -0.5103, -2.8156], [-0.5718, 0.2735, -1.7837], [-0.5277, 1.3903, -4.4178], [-0.7100, 1.7164, -5.6324], [-0.3845, 2.2979, -3.5246], [0.4107, -3.0667, -6.1327], [0.3915, -2.5751, -7.2408], [0.6450, -4.2389, -5.9133], [0.5063, -3.7535, -3.5434], [-0.1717, -0.4369, -6.2164], [-3.3821, 3.8968, 2.9107], [-2.1277, 3.9194, 3.3298], [-1.6905, 4.7820, 4.0459], [-1.2424, 2.7952, 2.8930], [0.0290, 2.6256, 3.3755], [0.5635, 1.5537, 2.7591], [-0.3401, 0.9601, 1.9654], [-1.4232, 1.7115, 1.9987], [-2.6456, 1.2289, 1.2501], [-3.7404, 1.7322, 1.4378], [-2.3816, 0.2185, 0.5100], [-3.5619, 3.1158, 2.3185], [0.5786, 3.2126, 4.0920], [1.2467, 0.9237, 3.1619], [0.5496, 3.3438, -0.7220], [1.4495, 2.2429, -1.2005], [1.4339, 1.0931, -0.2805], [0.5141, 4.1188, -1.4892], [0.8799, 3.7967, 0.2204], [-0.4808, 2.9954, -0.6114], [2.4920, 2.5520, -1.2910], [1.0766, 1.8690, -2.1470], [1.7740, 1.3915, 0.5681], [-1.5841, -1.9555, 3.4357], [-0.3064, -2.7124, 3.1800], [0.7132, -1.7899, 2.8282], [1.9099, -2.4366, 2.4273], [2.8999, -1.3987, 1.9714], [-2.3636, -2.6349, 3.7862], [-1.9566, -1.4699, 2.5350], [-1.4386, -1.1921, 4.2043], [-0.4206, -3.4336, 2.3626], [-0.0038, -3.2726, 4.0759], [1.6840, -3.1360, 1.6145], [2.3158, -3.0116, 3.2715], [2.5280, -0.8382, 1.1132], [3.8328, -1.8698, 1.6557], [3.1523, -0.6978, 2.7748]],
  "mulliken_spin": [0.829, 0.012, -0.029, 0.010, 0.000, 0.222, -0.077, 0.258, -0.048, 0.068, 0.019, 0.170, 0.208, 0.185, -0.004, -0.006, -0.001, 0.028, 0.047, 0.000, 0.000, 0.001, 0.011, 0.000, -0.002, -0.008, 0.046, -0.005, 0.027, -0.021, -0.001, 0.000, -0.001, 0.011, 0.021, 0.008, 0.000, 0.001, -0.002, -0.001, -0.011, 0.006, 0.008, -0.002, 0.006, -0.003, 0.015, 0.000, 0.002, -0.001, 0.000, 0.000, 0.000, 0.000, 0.000, 0.001, 0.001],
  "e_above_lowest_ev": 2.393,
  "gap_ev": [4.11, 7.14],
  "total_charge": -1,
  "molar_mass_g_mol": 549.25,
  "lumo_energy_ev": [1.5902, 1.4893],
  "multiplicity": 3,
  "s2": 2.04
}